Record 1
# C4H14N2O

A cluster of 3 separate species, C4H14N2O in total (wB97M-V/def2-TZVPD, OMol25).

Output
DFT total energy	-9378.2543	eV
LUMO	-9.994	eV
HOMO level	-17.65	eV
net charge	+2
energy above the lowest of the compared OMol25 structures with the same formula, charge and spin	8.311	eV

Last column: natural (NBO) charge in e.
Cartesian coordinates (Å):
H 1.005 0.025 -1.303  0.285
C 0.088 -1.148 0.616  -0.613
H -2.369 -0.236 0.025  0.451
H -2.022 -0.985 -3.112  0.516
H 3.570 0.415 0.916  0.420
H 1.570 -1.552 -0.823  0.227
H 3.237 -0.875 0.122  0.404
H 3.572 0.659 -0.448  0.429
H -1.978 0.685 -2.805  0.517
H -2.415 -0.343 1.671  0.438
H -0.322 2.105 2.095  0.292
N 2.988 0.128 0.210  -0.888
O -1.732 -0.261 -2.563  -1.025
H -0.822 -1.655 0.319  0.321
H -2.279 1.056 1.026  0.431
N -2.041 0.140 0.866  -0.748
H 0.587 2.173 0.388  0.288
H 0.720 -1.973 1.016  0.333
C -0.329 0.323 0.931  0.281
C 0.077 1.604 1.185  -0.441
C 1.026 -0.660 -0.416  0.081

=====

Record 2
# C4H14N2O

A cluster of 3 separate species, C4H14N2O in total (wB97M-V/def2-TZVPD, OMol25).

Output
DFT total energy	-9363.5149	eV
LUMO (alpha / beta)	-14.524 / -17.806	eV
HOMO level (alpha / beta)	-23.68 / -23.00	eV
net charge	+3
2S+1	2
energy above the lowest of the compared OMol25 structures with the same formula, charge and spin	5.118	eV

Last column: Löwdin spin population.
Cartesian coordinates (Å):
N -2.480 -2.477 0.072  0.581
H -0.226 -2.628 0.881  -0.008
H -0.215 0.721 -1.211  0.002
H -3.205 -1.867 -0.195  0.016
C 1.122 0.207 0.232  0.263
C -0.096 -1.624 0.574  -0.232
C 1.263 0.646 1.535  0.326
H 0.397 2.276 -0.512  0.000
H -2.709 -3.195 0.773  0.016
O 0.456 3.656 -0.640  0.000
H -0.891 -0.932 0.812  -0.005
H -2.323 -3.022 -0.799  0.008
H 1.603 1.668 1.521  0.013
H 0.220 3.887 0.316  0.000
H 1.945 -1.776 -0.253  0.006
C 0.969 -1.203 -0.344  -0.018
H 1.357 0.024 2.416  0.010
H 1.351 1.245 -1.628  0.009
H 0.611 -1.198 -1.454  -0.013
N 0.621 1.167 -0.849  0.027
H 0.233 4.426 -1.245  0.000